1.
Computed, not measured: a single C5H8N2O molecule, with ωB97M-V with the def2-TZVPD basis set.

```
! wB97M-V def2-TZVPD RIJCOSX def2/J DEFGRID3
* xyz 0 1
C -2.75660 -0.30408 0.00272
C -1.24122 -0.41156 -0.01836
N -0.48244 -1.51924 0.02920
C 0.79914 -1.16585 0.02471
O 1.73514 -2.15643 0.02225
C 0.91253 0.24258 0.10922
C 2.00636 1.23953 0.00101
N -0.42653 0.70429 0.07206
H -3.15457 0.06554 -0.92855
H -3.17675 -1.28309 0.26233
H -3.06931 0.36730 0.82157
H 2.61850 -1.86052 -0.14092
H 1.67439 2.18364 -0.28149
H 2.58202 1.31763 0.96353
H 2.77221 0.93395 -0.74668
H -0.79285 1.64632 -0.19261
*
```

For the energy above the lowest of the compared OMol25 structures with the same formula, charge and spin, the calculation gives 54.4 kJ/mol. As for the orbital gap: 8.381 eV.

Just the Löwdin charges please, in e? Sure, here they are: -0.0250 -0.3499 0.1451 -0.3687 0.0752 -0.2242 -0.0526 0.1001 0.0627 0.0793 0.0772 0.0880 0.0412 0.0913 0.0859 0.1744


2.
Computed, not measured: a molecular structure, C35H32F5N2OP2Pt, with ωB97M-V with the def2-TZVPD basis set.

```
! wB97M-V def2-TZVPD RIJCOSX def2/J DEFGRID3
* xyz 1 3
Pt -0.65796 0.06761 -0.50059
C 2.10406 2.61690 0.14491
C 2.76082 1.26379 -0.29714
P 1.71000 -0.26152 -0.25159
C 2.47798 -1.23807 -1.52813
C 3.69153 -1.90356 -1.31504
C 4.38521 -2.51767 -2.36198
C 3.85497 -2.42921 -3.63837
C 2.67540 -1.72293 -3.87667
C 2.02094 -1.04300 -2.85187
C 1.89303 -1.05150 1.36686
C 1.98403 -2.44410 1.42966
C 2.24854 -3.02847 2.67739
C 2.66660 -2.21909 3.73907
C 2.60723 -0.80699 3.69246
C 2.08409 -0.23516 2.52745
C 0.92159 3.06458 -0.68052
P -0.67142 2.35266 -0.09836
C -1.89852 3.12245 -1.17766
C -1.54155 3.25661 -2.48770
C -2.38535 3.95642 -3.36847
C -3.50620 4.61940 -2.84625
C -3.84596 4.48142 -1.48087
C -3.01131 3.74174 -0.62998
C -0.96593 2.84707 1.60309
C -1.09700 1.86215 2.58178
C -1.38073 2.17630 3.90132
C -1.42578 3.48469 4.28356
C -1.25055 4.52174 3.31918
C -1.07705 4.21419 1.96914
H 2.90494 3.36736 0.10095
H 1.78420 2.48042 1.19195
H 3.61718 1.12714 0.35481
H 3.17358 1.38561 -1.32436
H 4.08721 -1.99778 -0.27972
H 5.32943 -3.02307 -2.14023
H 4.44979 -2.81769 -4.48639
H 2.26747 -1.70424 -4.90003
H 1.13353 -0.43376 -3.08483
H 1.82416 -3.03271 0.55050
H 2.31869 -4.13609 2.75168
H 3.18324 -2.60137 4.56906
H 2.87515 -0.21636 4.57502
H 1.92019 0.83574 2.43905
H 1.11865 2.67200 -1.71349
H 0.85791 4.17321 -0.65491
H -0.68479 2.76608 -2.88143
H -2.15886 4.04713 -4.41595
H -4.10046 5.31778 -3.43565
H -4.67887 5.09993 -1.09541
H -3.28330 3.56120 0.38374
H -0.86147 0.83359 2.30833
H -1.59214 1.34241 4.62487
H -1.54921 3.76486 5.33230
H -1.13359 5.52753 3.64064
H -0.97224 4.95003 1.21942
F -3.32335 0.07248 -1.73646
C -3.01249 -0.15072 -0.40093
F -3.46682 0.96522 0.23327
C -3.73838 -1.41074 0.06028
F -3.36167 -1.77240 1.31011
F -5.09196 -1.33313 0.12625
F -3.44927 -2.45816 -0.70609
N -0.73527 -4.76878 2.09140
C -0.62992 -5.17743 0.81006
O -0.40127 -6.33112 0.49593
C -0.75303 -4.10283 -0.21500
C -0.78761 -4.51376 -1.53179
C -0.90405 -3.56675 -2.56247
C -0.88516 -2.21719 -2.25915
N -0.68733 -1.83098 -0.98616
C -0.61965 -2.72904 0.05278
H -0.87744 -5.51338 2.76525
H -1.23871 -3.94101 2.32175
H -0.66789 -5.56576 -1.76350
H -1.04353 -3.90130 -3.59299
H -1.07873 -1.45521 -3.03113
H -0.44758 -2.33546 1.04398
*
```

As for the orbital gap (alpha / beta): 4.484 / 4.827 eV. The expectation value of S² is 2.037.

Just the Löwdin charges please, in e? Sure, here they are: 0.8261 -0.2874 -0.2771 0.9846 -0.3748 -0.0759 -0.0595 -0.0657 -0.0641 -0.1026 -0.3582 -0.1174 -0.0452 -0.0555 -0.0475 -0.0761 -0.3315 0.8744 -0.3899 -0.1056 -0.0431 -0.0562 -0.0430 -0.0896 -0.3665 -0.1137 -0.0818 -0.0570 -0.0377 -0.0637 0.1230 0.0822 0.0940 0.1077 0.1237 0.1188 0.1239 0.1208 0.0939 0.0999 0.1273 0.0927 0.1168 0.0844 0.0942 0.1116 0.0864 0.1049 0.1104 0.1199 0.0966 0.0793 0.1343 0.1168 0.0987 0.0989 0.0685 -0.2773 0.0662 -0.5563 0.1327 0.1669 0.1743 0.1781 -0.5052 0.0776 -0.1455 -0.0347 -0.0456 -0.2077 -0.2504 -0.1499 0.1243 0.0888 0.1182 0.1157 0.1125 0.0889


3.
Computed, not measured: 10 unconnected molecules or ions with the total composition C27H65BClF3IN2O15S, with ωB97M-V with the def2-TZVPD basis set.

```
! wB97M-V def2-TZVPD RIJCOSX def2/J DEFGRID3
* xyz 1 1
O 4.64887 0.08231 2.77254
C 3.51882 0.48548 2.77148
C 2.97665 1.32063 1.65001
C 1.47639 1.32620 1.48987
O 0.97291 2.42914 0.81582
B 1.58436 3.10906 -0.27733
O 0.90000 3.21047 -1.44645
O 2.81085 3.66392 -0.08183
S 0.55855 1.42785 3.16254
C -0.82370 0.99086 2.29958
Cl -2.33317 1.50379 2.79189
N -0.65052 0.34440 1.17373
C -1.71542 0.07351 0.18329
C -2.85173 -0.84513 0.66918
C -4.24154 -0.18563 0.61761
I -5.44644 -0.86657 -0.97899
C 0.79164 -0.00087 1.00505
O 1.02150 -1.04016 1.93220
N 1.89384 -2.24374 1.51122
O 1.85040 -3.01396 2.33650
C 1.17229 -0.45141 -0.43469
F 0.75503 0.46555 -1.28550
F 2.45776 -0.55961 -0.56585
F 0.60032 -1.59699 -0.75745
H 2.84686 0.23097 3.60400
H 3.47433 1.02816 0.72060
H 3.28896 2.35438 1.85178
H -0.06467 3.10262 -1.33358
H 3.14961 4.07041 -0.89703
H -1.23673 -0.36177 -0.68764
H -2.09681 1.05134 -0.13842
H -2.66464 -1.20929 1.68229
H -2.85530 -1.71907 0.01238
H -4.79825 -0.35023 1.54012
H -4.17061 0.89063 0.46573
C 6.00968 -3.91424 2.05409
C 5.71738 -3.06599 0.83266
O 4.55052 -2.26522 1.00328
H 5.15557 -4.55144 2.28552
H 6.88255 -4.54656 1.89189
H 6.20320 -3.28177 2.92356
H 5.51180 -3.69665 -0.03172
H 6.57882 -2.43460 0.59196
H 4.68253 -1.66929 1.75039
C -9.36221 -0.63188 -3.73295
C -9.36669 0.03556 -2.37142
O -8.64254 1.26757 -2.36741
H -8.33872 -0.81941 -4.05927
H -9.90081 -1.57944 -3.70911
H -9.83752 0.00975 -4.47777
H -8.87660 -0.60144 -1.63492
H -10.39419 0.21471 -2.03742
H -9.06989 1.84815 -3.00595
C 2.08741 5.19549 5.78003
C 2.49368 3.75714 5.54038
O 2.77583 3.48594 4.15737
H 1.20467 5.44832 5.19145
H 1.86536 5.36313 6.83339
H 2.88929 5.87753 5.48993
H 1.68837 3.07688 5.81519
H 3.37271 3.49927 6.13554
H 3.50454 4.05670 3.88969
C 4.48453 -3.21534 -3.27029
C 4.96967 -4.63276 -3.01634
O 4.87511 -5.45793 -4.16807
H 3.45075 -3.22372 -3.62011
H 4.54430 -2.61201 -2.36095
H 5.08908 -2.73479 -4.04337
H 4.36113 -5.12473 -2.25803
H 6.00486 -4.61050 -2.65606
H 5.41509 -5.07133 -4.86487
C 0.21887 -4.08307 -3.53763
C -0.08926 -3.21078 -4.74153
O -1.20818 -2.35294 -4.49423
H -0.64998 -4.68563 -3.27187
H 1.05875 -4.74994 -3.73821
H 0.47426 -3.46572 -2.67000
H -0.35497 -3.82296 -5.60024
H 0.78035 -2.60602 -5.00710
H -0.98297 -1.79602 -3.74331
C -9.20107 -0.93011 1.53182
C -9.68431 0.49723 1.70733
O -8.78389 1.44506 1.13555
H -8.21043 -1.04164 1.97545
H -9.87515 -1.65201 1.99338
H -9.11862 -1.16734 0.46909
H -9.74855 0.75408 2.76347
H -10.68117 0.62034 1.27139
H -8.71538 1.27849 0.18722
C -4.23331 4.17011 -2.18011
C -3.28911 3.12403 -1.63316
O -1.90805 3.47560 -1.83302
H -4.05551 4.31846 -3.24462
H -5.26878 3.86281 -2.03616
H -4.08777 5.12795 -1.67563
H -3.42570 2.17339 -2.14795
H -3.47728 2.96851 -0.56390
H -1.77318 4.32785 -1.39974
C 2.08824 1.07791 -5.07926
C 2.56739 -0.34262 -4.83172
O 2.46360 -1.14149 -6.00559
H 1.05270 1.06929 -5.42142
H 2.15559 1.68736 -4.17772
H 2.69067 1.55580 -5.85421
H 1.95718 -0.83349 -4.07232
H 3.60736 -0.34129 -4.48524
H 3.00294 -0.72793 -6.68749
C 6.96479 0.15048 5.69283
C 5.69423 0.18683 6.51881
O 5.05590 1.46430 6.48295
H 7.66518 0.90909 6.04212
H 7.44608 -0.82565 5.75952
H 6.74624 0.35012 4.64072
H 5.90875 0.00061 7.56934
H 4.99851 -0.58689 6.17504
H 4.84532 1.65549 5.56242
*
```

As for the orbital gap: 7.598 eV.

Löwdin population analysis, charges in e, atoms 1 to 99: 0.0735 -0.2421 -0.0721 -0.4777 0.0906 -0.7815 0.2035 0.2167 1.1784 -0.9587 0.9144 -0.0115 -0.1064 -0.2727 -0.7016 0.8592 -0.2895 -0.0699 0.0907 0.2033 -0.6194 0.1970 0.2234 0.1869 0.1146 0.1508 0.1377 0.0768 0.1397 0.1151 0.1164 0.1102 0.0835 0.0428 0.0021 -0.0764 -0.2974 -0.1182 0.0758 0.0796 0.0729 0.0993 0.1162 0.0331 -0.0806 -0.3333 -0.1039 0.0753 0.0791 0.0768 0.0694 0.1163 0.0853 -0.0767 -0.3033 -0.1242 0.0768 0.0826 0.0788 0.1055 0.1024 0.0922 -0.0863 -0.3333 -0.0739 0.0622 0.0640 0.0770 0.1092 0.1073 0.0832 -0.0831 -0.2990 -0.0816 0.0765 0.0751 0.0499 0.1187 0.0793 0.0583 -0.0874 -0.3145 -0.0903 0.0684 0.0771 0.0461 0.1100 0.1098 0.0493 -0.0671 -0.3062 -0.0912 0.0857 0.0835 0.0810 0.1116 0.0969 0.0968 -0.0769


4.
Computed, not measured: 9 unconnected molecules or ions with the total composition C32H53F15N4O14, with ωB97M-V with the def2-TZVPD basis set.

```
! wB97M-V def2-TZVPD RIJCOSX def2/J DEFGRID3
* xyz 0 1
C -3.59566 -2.08248 2.69554
C -2.89006 -3.18818 1.92558
O -1.45912 -3.29560 2.37780
C -0.81953 -4.36563 1.87559
O -1.30219 -5.12668 1.06423
C 0.61009 -4.61369 2.50686
F 0.28985 -5.16902 3.61923
F 1.28368 -5.53913 1.70035
F 1.34060 -3.56085 2.68780
H -3.48086 -2.07229 3.75660
H -4.65699 -2.31107 2.57147
H -3.37649 -1.13701 2.18473
H -2.90120 -3.02107 0.87481
H -3.27478 -4.20009 2.15943
C 7.53900 -4.48443 -3.15296
C 6.84964 -3.21646 -2.77499
O 5.39567 -3.28846 -2.81051
C 4.72904 -3.33853 -1.66811
O 5.28955 -3.46991 -0.59297
C 3.21173 -2.96662 -1.82602
F 3.03158 -1.97791 -2.74104
F 2.55015 -4.07081 -2.27759
F 2.68249 -2.66942 -0.67844
H 7.13552 -4.89530 -4.14343
H 7.36264 -5.32528 -2.45391
H 8.58601 -4.28635 -3.34286
H 7.13360 -2.43630 -3.53641
H 7.10801 -2.84664 -1.81273
C 3.34891 0.69806 6.86879
C 2.37482 1.77325 6.44605
O 1.16126 1.04485 6.30812
C 0.46388 0.99031 5.18056
O 0.69135 1.50718 4.13772
C -0.71819 0.01563 5.32398
F -0.53228 -1.13242 4.68666
F -1.17604 -0.22322 6.56463
F -1.78194 0.64824 4.74295
H 2.90692 0.19087 7.72961
H 4.36852 1.07203 7.11456
H 3.53343 -0.00152 6.05949
H 2.59033 2.15178 5.45080
H 2.13644 2.66928 7.19669
C -5.19572 5.10671 2.65232
C -4.31913 5.27892 1.36203
O -3.76591 3.98990 1.20284
C -3.37885 3.56594 0.01775
O -3.31068 4.16839 -0.96523
C -3.08442 2.00669 0.09800
F -4.35316 1.36767 0.00946
F -2.40937 1.47944 -0.87585
F -2.66186 1.67442 1.28980
H -4.52292 5.01739 3.48093
H -5.76073 4.15334 2.63938
H -5.88436 5.90756 2.85708
H -3.57094 6.09070 1.47280
H -4.96940 5.49388 0.50584
C -0.50125 4.66254 2.75432
C 0.41482 4.67818 3.96849
O -0.42429 4.47293 5.11963
C -1.01265 5.55684 5.50380
O -1.07552 6.61431 4.89770
C -1.73644 5.38249 6.86650
F -2.27051 4.19956 7.16494
F -0.81636 5.70925 7.84265
F -2.75844 6.25684 6.91719
H 0.02986 4.84479 1.79608
H -1.24687 5.42896 2.84663
H -0.96520 3.69149 2.56064
H 0.92167 5.60188 4.22264
H 1.24116 3.94956 3.98000
C 3.28780 1.02840 -7.07373
N 2.95814 0.62457 -5.74241
C 1.75245 -0.02623 -5.45188
C 3.63060 1.22961 -4.68268
O 3.29728 1.21892 -3.55129
H 4.33791 1.36107 -7.17147
H 2.54902 1.66648 -7.48401
H 3.33099 0.12856 -7.64309
H 0.96390 0.47540 -6.04063
H 1.75866 -1.06437 -5.65392
H 1.52340 0.06633 -4.43726
H 4.52186 1.80885 -4.97844
C -1.45169 -4.16397 -1.81661
N -1.00147 -3.38670 -2.92242
C -0.56870 -3.93646 -4.15732
C -1.03014 -2.00324 -2.86982
O -0.77353 -1.26851 -3.77440
H -2.31440 -4.75603 -1.97306
H -1.52677 -3.44893 -1.02673
H -0.61871 -4.85209 -1.50424
H -0.60338 -4.99207 -4.19297
H -1.22269 -3.56211 -4.97805
H 0.46776 -3.63122 -4.36154
H -1.28698 -1.64255 -1.88060
C -4.15241 -0.18370 -4.02947
N -3.62924 -1.07345 -5.07694
C -2.85526 -0.43452 -6.12084
C -3.96108 -2.39104 -5.06979
O -3.46899 -3.24577 -5.85336
H -3.33911 0.38796 -3.65376
H -4.69213 -0.84012 -3.34754
H -4.83784 0.56109 -4.50723
H -1.85304 -0.21138 -5.74329
H -2.83270 -1.08012 -7.01853
H -3.41413 0.42353 -6.46223
H -4.64444 -2.73418 -4.25399
C 1.08763 0.65814 -1.16228
N 1.10122 0.30018 0.26537
C 2.28031 0.85608 0.99996
C 0.16059 -0.41901 0.88031
O -0.84026 -0.91869 0.30880
H 0.84943 1.70853 -1.18603
H 0.38165 0.06382 -1.73007
H 2.09530 0.61672 -1.50961
H 2.21211 1.95158 1.27904
H 2.48229 0.20864 1.84455
H 3.16974 0.67977 0.36426
H 0.36712 -0.55752 1.96422
*
```

For the energy above the lowest of the compared OMol25 structures with the same formula, charge and spin, the calculation gives 250.3 kJ/mol. As for the orbital gap: 8.856 eV.

Löwdin population analysis, charges in e, atoms 1 to 99: -0.0453 -0.1511 0.0030 -0.3690 0.1193 -0.5718 0.2167 0.1090 0.2096 0.0676 0.0806 0.0749 0.0995 0.1314 -0.0765 -0.2036 0.0251 -0.3553 0.1327 -0.5203 0.1498 0.1341 0.2034 0.1058 0.0891 0.0740 0.1430 0.1049 -0.0617 -0.2025 0.0053 -0.3860 0.1561 -0.5094 0.1815 0.1610 0.1250 0.0870 0.0923 0.0814 0.1059 0.1763 -0.0401 -0.1809 0.0002 -0.4278 0.2114 -0.5115 0.0716 0.2046 0.1798 0.0548 0.0914 0.0678 0.1338 0.1258 -0.0373 -0.1731 0.0446 -0.4129 0.1386 -0.4898 0.1733 0.1248 0.1503 0.0978 0.0592 0.0771 0.1244 0.1129 -0.0675 -0.2005 -0.0627 -0.3335 0.0393 0.0992 0.0776 0.0778 0.1071 0.0846 0.0504 0.1317 -0.0555 -0.1793 -0.0567 -0.3298 0.0210 0.0821 0.0532 0.1070 0.0777 0.0851 0.0882 0.1048 -0.0404 -0.2013 -0.0452 -0.3074 -0.0534